Molecular formula: C20H37IrN6PSi2Te
Method: DFT, ωB97M-V/def2-TZVPD

Computed properties:
total energy = -2404.0386 a.u.
net charge = +4
2S+1 = 2
largest force on an atom = 0.56 eV Å⁻¹

```
68
C20H37IrN6PSi2Te (ωB97M-V/def2-TZVPD)
H 1.49 4.35 -2.60
H -2.49 -2.88 3.03
H -3.69 -1.91 -3.49
C 1.40 2.02 6.47
C -1.26 -2.31 0.11
H 3.51 6.63 -1.12
H -0.27 5.06 0.48
C 1.21 4.51 4.57
C -1.25 2.62 4.90
H 2.39 1.62 3.59
H 4.57 5.32 -0.60
C 0.61 5.69 0.31
C -1.97 -2.46 2.18
H 2.30 4.55 4.53
H -3.56 -0.62 -4.70
H 2.64 -4.63 -3.23
H 0.79 4.90 3.64
Te 0.78 2.34 1.64
C 2.99 -2.48 -1.83
C -1.45 1.35 -2.08
H 2.77 3.26 -2.08
C 1.65 -4.30 -2.94
H 1.09 0.99 6.62
C 2.73 -1.37 -1.10
Ir 0.38 0.13 -0.01
N 1.37 -1.28 -0.98
C 3.66 5.87 -0.34
H 3.42 -0.66 -0.66
Si 2.15 4.82 -0.25
H -3.48 -4.07 -0.13
C 2.51 3.47 1.12
C -1.39 -0.86 -2.16
P -1.00 -2.60 -1.70
H -3.21 -4.63 1.53
H -0.96 -0.61 2.85
H 3.93 -2.90 -2.15
C -2.72 -4.28 0.62
N 1.79 -3.06 -2.15
C -2.28 0.93 -3.07
H 2.49 2.07 6.42
H -1.73 3.28 5.64
H -2.03 -5.04 0.27
H -2.32 -1.88 -4.64
H 1.06 -4.09 -3.84
H 3.83 6.39 0.60
H 1.09 2.58 7.36
H 2.81 3.89 2.08
C 0.81 -2.32 -1.62
H -1.56 1.60 5.14
H 0.90 5.21 5.36
C -1.20 -1.34 2.09
N -2.23 -0.44 -3.11
H 0.31 6.42 -0.45
H -2.90 1.50 -3.75
H 3.25 2.72 0.82
H 1.09 2.98 -1.58
C 1.85 3.75 -1.76
H 0.80 6.26 1.22
H 1.17 -5.07 -2.34
H -1.24 2.35 -1.74
H -1.66 2.91 3.93
N -0.76 -1.26 0.80
H 0.87 0.62 3.70
Si 0.58 2.83 5.03
N -0.89 0.22 -1.52
C -3.00 -1.28 -4.04
N -1.99 -3.04 0.95
C 1.31 1.59 3.47
```